A structure of composition C33H25GeI2N4O2Ti. Source: the OMol25 dataset; level of theory: ωB97M-V/def2-TZVPD.

- strongest force on any atom (eV/Å) = 0.41
- frontier orbital gap (spin up / spin down) (eV) = 6.91 / 6.91
- net charge = +1
- energy relative to the best compared isomer or geometry (same formula, charge and spin) (kJ/mol) = 38.0
- total energy (a.u.) = -5163.75179

Last column: Löwdin charge in e.
Positions of all 68 atoms, in Å:
1 Ti 0.888 -0.707 -0.301  0.999
2 O 3.998 0.176 -2.773  0.105
3 C 3.175 0.086 -1.889  -0.466
4 N 1.879 -0.353 -2.001  -0.103
5 C 1.594 -1.130 -3.198  -0.132
6 C 1.142 -2.505 -2.771  -0.228
7 C 0.995 -3.558 -3.661  0.007
8 C 0.580 -4.786 -3.178  -0.025
9 C 0.308 -4.929 -1.822  -0.028
10 C 0.448 -3.830 -1.005  -0.084
11 N 0.861 -2.641 -1.470  0.032
12 C 3.590 0.333 -0.454  -0.183
13 C 4.773 0.963 -0.140  0.038
14 C 5.140 1.048 1.197  0.001
15 C 4.321 0.491 2.168  -0.016
16 C 3.140 -0.109 1.781  -0.086
17 N 2.781 -0.186 0.491  -0.010
18 H 2.479 -1.187 -3.834  0.130
19 H 0.803 -0.671 -3.801  0.124
20 H 1.218 -3.412 -4.709  0.129
21 H 0.471 -5.627 -3.849  0.121
22 H -0.013 -5.875 -1.409  0.117
23 H 0.230 -3.878 0.056  0.119
24 H 5.382 1.349 -0.944  0.134
25 H 6.062 1.538 1.478  0.125
26 H 4.579 0.535 3.216  0.123
27 H 2.451 -0.529 2.502  0.127
28 I -1.312 -3.030 3.682  0.969
29 C -2.184 -2.302 1.943  -0.644
30 C -3.581 -2.408 1.738  -0.199
31 C -4.169 -1.911 0.609  -0.655
32 I -6.235 -2.085 0.396  0.973
33 C -3.385 -1.273 -0.393  -0.201
34 C -3.870 -0.676 -1.578  -0.009
35 C -3.007 -0.045 -2.429  -0.009
36 C -1.642 0.000 -2.117  -0.100
37 N -1.148 -0.567 -1.036  -0.006
38 C -2.004 -1.191 -0.171  -0.165
39 C -1.393 -1.701 1.006  -0.419
40 O -0.064 -1.524 1.104  -0.262
41 H -4.185 -2.886 2.497  0.086
42 H -4.930 -0.708 -1.795  0.077
43 H -3.363 0.438 -3.327  0.124
44 H -0.941 0.525 -2.754  0.124
45 Ge 0.378 1.840 0.151  0.966
46 C -1.460 2.380 -0.193  -0.369
47 C -2.484 1.942 0.650  -0.113
48 C -3.807 2.270 0.389  -0.076
49 C -4.123 3.040 -0.724  -0.081
50 C -3.116 3.486 -1.566  -0.083
51 C -1.791 3.157 -1.302  -0.129
52 C 0.900 2.139 2.010  -0.369
53 C 0.393 1.347 3.042  -0.135
54 C 0.831 1.517 4.349  -0.077
55 C 1.789 2.479 4.639  -0.080
56 C 2.299 3.276 3.623  -0.083
57 C 1.857 3.106 2.317  -0.126
58 H 1.317 2.702 -0.723  -0.018
59 H -2.250 1.345 1.528  0.100
60 H -4.592 1.931 1.054  0.110
61 H -5.154 3.300 -0.926  0.108
62 H -3.359 4.101 -2.424  0.107
63 H -1.008 3.519 -1.961  0.097
64 H -0.339 0.575 2.830  0.082
65 H 0.425 0.899 5.140  0.107
66 H 2.131 2.615 5.657  0.107
67 H 3.036 4.036 3.850  0.107
68 H 2.261 3.734 1.531  0.096



A structure of composition C33H26AsN2O3STi in a non-equilibrium geometry. Source: the OMol25 dataset; level of theory: ωB97M-V/def2-TZVPD.

- strongest force on any atom (eV/Å) = 3.16
- frontier orbital gap (spin up / spin down) (eV) = 6.76 / 7.05
- ⟨S²⟩ = 0.7543
- energy relative to the best compared isomer or geometry (same formula, charge and spin) (kJ/mol) = 43.0
- total energy (a.u.) = -5091.75578
- 2S+1 = 2

Last column: Löwdin spin population.
Positions of all 67 atoms, in Å:
1 Ti 9.363 15.552 10.422  0.922
2 C 6.859 12.744 14.008  0.000
3 O 8.209 12.333 13.698  0.000
4 C 9.076 13.334 14.027  -0.001
5 C 9.710 13.363 15.309  0.005
6 C 10.290 14.513 15.796  0.000
7 C 10.336 15.617 14.987  0.004
8 C 9.755 15.638 13.706  0.003
9 C 9.576 16.901 13.075  0.010
10 N 9.048 17.060 11.856  -0.009
11 N 8.819 18.326 11.340  0.002
12 C 8.245 18.143 10.128  0.001
13 O 8.327 16.952 9.530  -0.002
14 C 7.470 19.172 9.437  0.000
15 C 7.142 20.351 10.120  0.000
16 C 6.783 21.454 9.390  0.000
17 C 6.655 21.363 8.025  0.000
18 C 6.860 20.160 7.351  0.000
19 C 7.195 19.026 8.057  0.000
20 C 9.202 14.486 13.155  0.009
21 O 8.640 14.523 11.931  0.028
22 H 6.213 11.905 13.763  0.000
23 H 6.538 13.657 13.481  0.000
24 H 6.783 12.886 15.099  0.000
25 H 9.648 12.452 15.913  0.000
26 H 10.820 14.569 16.772  0.000
27 H 10.815 16.619 15.298  0.000
28 H 9.779 17.779 13.695  0.000
29 H 7.362 20.387 11.189  0.000
30 H 6.488 22.362 9.879  0.000
31 H 6.353 22.209 7.414  0.000
32 H 6.681 20.180 6.277  0.000
33 H 7.410 18.071 7.563  0.000
34 S 11.687 15.856 10.515  0.005
35 C 12.800 14.494 10.713  0.008
36 C 14.155 14.816 10.912  -0.001
37 C 15.127 13.839 11.001  0.000
38 C 14.741 12.528 10.905  -0.001
39 C 13.422 12.156 10.767  0.000
40 C 12.444 13.155 10.623  -0.001
41 As 10.515 12.792 10.658  0.000
42 C 10.429 10.803 10.402  -0.001
43 C 9.894 10.175 9.292  0.000
44 C 9.366 8.882 9.346  0.000
45 C 9.356 8.194 10.588  0.000
46 C 10.024 8.761 11.667  0.000
47 C 10.553 10.094 11.579  0.000
48 C 9.871 13.406 8.888  0.001
49 C 8.772 14.310 8.603  0.017
50 C 8.764 14.966 7.346  0.001
51 C 9.595 14.566 6.297  0.001
52 C 10.555 13.564 6.563  -0.003
53 C 10.722 13.046 7.858  0.001
54 H 14.359 15.862 11.013  0.000
55 H 16.193 14.081 11.120  0.000
56 H 15.526 11.736 10.913  0.000
57 H 13.186 11.117 10.639  0.000
58 H 9.867 10.719 8.338  0.000
59 H 8.862 8.428 8.475  0.000
60 H 8.800 7.260 10.600  0.000
61 H 10.184 8.233 12.581  0.000
62 H 11.068 10.540 12.472  0.000
63 H 7.806 14.209 9.197  0.003
64 H 8.035 15.749 7.213  0.000
65 H 9.614 15.069 5.339  0.000
66 H 11.243 13.261 5.744  0.000
67 H 11.586 12.418 7.994  0.000



A structure of composition C33H26IrN8OP. Source: the OMol25 dataset; level of theory: ωB97M-V/def2-TZVPD.

- strongest force on any atom (eV/Å) = 0.68
- frontier orbital gap (eV) = 7.77
- net charge = +2
- energy relative to the best compared isomer or geometry (same formula, charge and spin) (kJ/mol) = 28.3
- total energy (a.u.) = -2231.76672

Last column: Löwdin charge in e.
Positions of all 70 atoms, in Å:
1 Ir 0.601 -1.052 -0.264  1.152
2 O 2.705 -2.236 1.025  0.054
3 C 1.881 -1.373 1.224  -0.504
4 C 1.779 -0.595 2.491  -0.218
5 C 2.533 -0.874 3.624  0.016
6 C 2.278 -0.163 4.787  -0.024
7 C 1.279 0.805 4.822  -0.030
8 C 0.531 1.098 3.690  -0.044
9 C 0.798 0.400 2.519  -0.318
10 P 0.027 0.726 0.928  0.980
11 C -1.703 1.189 1.147  -0.324
12 C -2.067 2.535 1.222  -0.067
13 C -3.380 2.886 1.497  -0.040
14 C -4.340 1.907 1.698  -0.039
15 C -3.988 0.564 1.630  -0.050
16 C -2.678 0.212 1.358  -0.104
17 C 0.837 2.199 0.270  -0.360
18 C 0.362 2.757 -0.920  -0.108
19 C 1.010 3.840 -1.488  -0.050
20 C 2.137 4.374 -0.872  -0.045
21 C 2.612 3.826 0.309  -0.048
22 C 1.967 2.737 0.882  -0.067
23 H 3.287 -1.650 3.593  0.133
24 H 2.848 -0.373 5.681  0.123
25 H 1.083 1.338 5.744  0.123
26 H -0.235 1.863 3.725  0.121
27 H -1.330 3.312 1.075  0.110
28 H -3.651 3.932 1.557  0.121
29 H -5.362 2.188 1.911  0.122
30 H -4.736 -0.201 1.792  0.117
31 H -2.418 -0.834 1.312  0.056
32 H -0.525 2.353 -1.398  0.115
33 H 0.631 4.277 -2.402  0.119
34 H 2.638 5.228 -1.310  0.119
35 H 3.480 4.250 0.796  0.119
36 H 2.341 2.326 1.811  0.111
37 N -2.632 -1.612 -1.595  0.206
38 C -1.829 -1.063 -2.511  -0.422
39 N -2.344 -0.812 -3.702  0.194
40 C -1.525 -0.252 -4.592  -0.405
41 N -1.981 -0.013 -5.812  0.214
42 N -0.242 0.117 -4.326  0.200
43 C 0.173 -0.180 -3.130  -0.292
44 N -0.534 -0.810 -2.169  0.036
45 C 1.543 0.240 -2.750  -0.190
46 C 2.388 0.835 -3.664  0.032
47 C 3.674 1.174 -3.273  0.007
48 C 4.071 0.894 -1.977  0.004
49 C 3.172 0.303 -1.110  -0.078
50 N 1.926 -0.017 -1.482  -0.048
51 H -3.597 -1.763 -1.836  0.131
52 H -2.320 -1.740 -0.650  0.055
53 H -2.920 -0.279 -6.056  0.130
54 H -1.374 0.392 -6.504  0.128
55 H 2.024 1.015 -4.665  0.126
56 H 4.355 1.638 -3.973  0.131
57 H 5.066 1.129 -1.626  0.130
58 H 3.454 0.068 -0.095  0.118
59 N -2.480 -7.468 1.792  0.226
60 C -2.029 -6.446 1.530  -0.139
61 C -1.472 -5.167 1.196  -0.173
62 C -0.774 -4.988 0.005  0.043
63 C -0.279 -3.736 -0.282  -0.097
64 N -0.439 -2.683 0.540  -0.119
65 C -1.081 -2.868 1.702  -0.093
66 C -1.617 -4.087 2.062  0.045
67 H -0.622 -5.805 -0.685  0.143
68 H 0.262 -3.560 -1.207  0.126
69 H -1.123 -2.024 2.373  0.117
70 H -2.126 -4.198 3.009  0.142



A structure of composition C33H27AsNO9PdS in a non-equilibrium geometry. Source: the OMol25 dataset; level of theory: ωB97M-V/def2-TZVPD.

- strongest force on any atom (eV/Å) = 3.64
- frontier orbital gap (spin up / spin down) (eV) = 6.99 / 5.74
- net charge = -1
- ⟨S²⟩ = 2.0100
- energy relative to the best compared isomer or geometry (same formula, charge and spin) (kJ/mol) = 164.3
- total energy (a.u.) = -4767.44954
- 2S+1 = 3

Last column: Löwdin spin population.
Positions of all 73 atoms, in Å:
1 Pd -0.781 -0.159 0.963  1.278
2 O 1.908 2.242 6.047  0.006
3 C 1.444 1.724 5.061  0.005
4 C 2.246 1.086 3.822  0.012
5 O 3.463 0.927 3.762  0.013
6 C 1.181 0.841 2.857  0.015
7 C -0.104 0.905 3.409  0.000
8 O -1.135 0.405 2.898  0.107
9 C -0.060 1.390 4.789  0.004
10 O -1.059 1.487 5.476  -0.005
11 O 1.254 0.736 1.559  0.189
12 C 3.271 -1.732 1.961  0.001
13 C 2.294 -2.783 1.505  0.000
14 C 2.747 -3.909 0.695  0.000
15 C 1.866 -4.912 0.364  0.000
16 C 0.548 -4.845 0.888  0.000
17 C 0.096 -3.762 1.601  0.000
18 C 1.004 -2.731 1.932  0.001
19 S -0.650 -6.007 0.366  0.000
20 O -1.651 -6.220 1.443  0.000
21 O 0.075 -7.079 -0.207  0.000
22 N -1.445 -5.141 -0.784  0.000
23 C -2.736 -4.534 -0.665  0.001
24 C -2.689 -3.107 -1.243  0.003
25 C -1.941 -2.024 -0.455  0.009
26 O -2.350 -1.845 0.764  0.065
27 O -0.938 -1.403 -0.934  0.062
28 H 3.503 -1.691 3.055  0.000
29 H 2.936 -0.696 1.745  0.001
30 H 4.213 -1.930 1.451  0.000
31 H 3.797 -3.983 0.401  0.000
32 H 2.150 -5.672 -0.376  0.000
33 H -0.938 -3.843 1.946  0.000
34 H 0.699 -2.048 2.773  0.000
35 H -0.897 -4.914 -1.590  0.000
36 H -3.096 -4.560 0.349  0.000
37 H -3.546 -5.072 -1.278  0.000
38 H -3.765 -2.856 -1.457  0.000
39 H -2.166 -3.152 -2.201  0.001
40 C -4.622 1.478 -2.093  0.004
41 C -3.582 1.155 -2.954  0.000
42 C -2.247 1.389 -2.532  0.005
43 C -2.053 1.894 -1.264  0.005
44 C -3.105 2.286 -0.446  0.002
45 C -4.398 2.133 -0.882  -0.001
46 As -0.198 1.743 -0.519  0.125
47 C 0.095 3.693 -0.155  0.033
48 C -0.402 4.723 -0.973  0.007
49 C -0.002 6.003 -0.715  0.002
50 C 0.936 6.315 0.286  0.000
51 C 1.334 5.276 1.154  0.000
52 C 0.927 3.943 0.888  0.002
53 C 1.009 1.414 -2.031  0.033
54 C 1.224 2.322 -3.006  0.007
55 C 2.212 2.096 -3.928  0.002
56 C 3.077 1.049 -3.848  0.000
57 C 2.885 0.116 -2.861  0.000
58 C 1.852 0.279 -1.944  0.002
59 H -5.672 1.394 -2.458  0.000
60 H -3.760 0.638 -3.932  0.000
61 H -1.361 1.242 -3.227  0.000
62 H -2.805 2.759 0.517  0.000
63 H -5.216 2.484 -0.204  0.000
64 H -1.030 4.511 -1.774  0.001
65 H -0.355 6.733 -1.409  0.000
66 H 1.279 7.363 0.266  0.000
67 H 1.926 5.488 2.087  0.000
68 H 1.267 3.192 1.551  0.000
69 H 0.729 3.311 -3.025  0.001
70 H 2.461 2.838 -4.713  0.000
71 H 3.805 0.855 -4.618  0.000
72 H 3.521 -0.773 -2.717  0.000
73 H 1.518 -0.471 -1.216  0.000